1.
The following is a DFT calculation (ωB97M-V/def2-TZVPD) of C4H8N2S in the gas phase.

Lowest unoccupied orbital energy (spin up / spin down) ... -0.332 / -0.330 eV
ΔE to the lowest compared entry with this formula, charge and spin ... 400.6 kJ/mol
Multiplicity ... 1
E_HOMO (spin up / spin down) ... -8.01 / -8.01 eV
Electronic energy ... -18089.590 eV

Structure (XYZ):
```
15
Properties=species:S:1:pos:R:3:lowdin_charge:R:1
C 1.30103 1.86702 0.61612 -0.273
C 1.99127 0.78988 0.26499 -0.147
C 1.54808 -0.31970 -0.63041 -0.092
C -2.57581 -0.55817 0.21579 -0.262
N 0.08216 2.24407 0.16208 -0.363
N -1.41444 0.19709 0.25353 -0.430
S -1.32647 1.67949 -0.19600 1.004
H 1.72694 2.64844 1.28456 0.114
H 2.97154 0.69592 0.44844 0.054
H 2.02128 -0.13046 -1.57323 0.079
H 0.51336 -0.33972 -0.86608 0.017
H 1.72056 -1.19151 -0.06230 0.068
H -3.51114 -0.12759 0.08781 0.036
H -2.25827 -1.36980 -0.52910 0.108
H -2.64326 -1.10028 1.18833 0.087
```

***

2.
The following is a DFT calculation (ωB97M-V/def2-TZVPD) of 3 unconnected molecules or ions with the total composition CH10N2O2.

Lowest unoccupied orbital energy ... 0.545 eV
ΔE to the lowest compared entry with this formula, charge and spin ... 95.2 kJ/mol
Multiplicity ... 1
SMILES ... NCN.O.O
E_HOMO ... -8.95 eV
Electronic energy ... -8273.528 eV

Structure (XYZ):
```
15
Properties=species:S:1:pos:R:3:lowdin_charge:R:1
N 1.04351 1.01509 1.31772 -0.018
C 0.64107 -0.31508 1.00162 -0.334
N 0.33325 -0.52432 -0.49455 -0.006
H 1.22779 1.41410 2.21267 0.065
H 1.09286 1.71845 0.59730 0.057
H -0.23394 -0.62377 1.57562 0.095
H 1.40760 -1.03159 1.40066 0.111
H 1.23745 -0.63111 -1.00433 0.087
H 0.01718 0.43215 -0.74342 0.056
O 0.15757 -3.05613 -1.80651 -0.104
H 0.29628 -2.24057 -1.26379 -0.024
H -0.30205 -2.69876 -2.57736 0.025
O -2.25200 2.06281 0.27305 -0.056
H -1.57634 2.11836 -0.40336 0.012
H -3.09022 2.36038 -0.08533 0.034
```

***

3.
The following is a DFT calculation (ωB97M-V/def2-TZVPD) of a molecular structure, C30H56F6LiO24P.

Lowest unoccupied orbital energy ... -0.164 eV
ΔE to the lowest compared entry with this formula, charge and spin ... 0.0 kJ/mol
Multiplicity ... 1
E_HOMO ... -10.18 eV
Electronic energy ... -106966.868 eV

Structure (XYZ):
```
118
Properties=species:S:1:pos:R:3:lowdin_charge:R:1
Li 16.88296 -16.71082 -12.58637 0.697
P 15.90686 -14.38147 -14.47299 0.221
F 16.07039 -16.01916 -14.47786 -0.211
F 17.22136 -14.27696 -15.42143 -0.138
F 14.90241 -14.58041 -15.71917 -0.131
F 15.70130 -12.80559 -14.55876 -0.109
F 14.68089 -14.51633 -13.41041 -0.141
F 16.90627 -14.40453 -13.17180 -0.165
C 19.59403 -12.39583 -14.26327 -0.100
C 18.71549 -11.44260 -15.11792 -0.097
O 17.80294 -10.91830 -14.16954 0.042
C 18.08975 -11.31740 -12.92116 -0.562
O 17.53199 -11.00668 -11.91774 0.161
O 19.17714 -12.12541 -12.92951 0.049
H 20.60015 -12.01199 -14.41978 0.127
H 19.51144 -13.43058 -14.57433 0.111
H 18.19840 -11.90268 -15.95490 0.119
H 19.34368 -10.62787 -15.47777 0.127
C 12.18512 -13.34737 -15.77190 -0.116
C 11.85358 -14.11695 -14.49551 -0.119
O 10.52277 -13.68968 -14.18022 0.064
C 10.06702 -12.87275 -15.14518 -0.566
O 9.05675 -12.25335 -15.11083 0.161
O 10.93191 -12.85091 -16.18980 0.063
H 12.63703 -13.99515 -16.51360 0.127
H 12.82614 -12.52830 -15.43786 0.122
H 12.51958 -13.87554 -13.66886 0.085
H 11.93730 -15.20671 -14.49756 0.129
C 12.27625 -11.84744 -11.81405 -0.049
C 13.40365 -12.27017 -10.87931 -0.187
O 12.75524 -12.29945 -9.61513 0.029
C 13.43180 -12.27561 -8.48882 -0.639
O 14.62619 -12.22747 -8.38696 0.133
O 12.58179 -12.21836 -7.48280 -0.004
C 13.09967 -11.92359 -6.17127 -0.013
H 11.98480 -10.82546 -11.54700 0.094
H 11.33758 -12.38139 -11.93456 0.080
H 12.72119 -11.67605 -12.79906 0.055
H 14.24904 -11.59421 -10.99381 0.121
H 13.73802 -13.28040 -11.13800 0.105
H 13.71785 -12.75522 -5.84879 0.098
H 12.23686 -11.72450 -5.54355 0.092
H 13.61016 -10.96579 -6.28923 0.101
C 11.97248 -15.41603 -10.18349 -0.040
C 13.12662 -16.28730 -10.58783 -0.191
O 12.81891 -16.84901 -11.87089 0.056
C 13.78393 -17.36488 -12.60979 -0.608
O 14.96830 -17.33522 -12.36744 0.038
O 13.21598 -17.92545 -13.65323 0.021
C 13.97536 -18.64328 -14.62643 -0.009
H 11.02534 -15.93507 -10.02451 0.088
H 11.78416 -14.73815 -11.01891 0.075
H 12.15636 -14.87032 -9.26037 0.082
H 13.28670 -17.13560 -9.91525 0.134
H 14.06799 -15.73320 -10.60175 0.113
H 14.65642 -17.96182 -15.13140 0.087
H 13.34602 -19.19482 -15.31353 0.097
H 14.56367 -19.37237 -14.06364 0.098
C 18.13156 -12.86254 -9.26491 -0.039
C 17.32425 -13.99668 -9.87336 -0.155
O 17.26376 -15.02881 -8.83968 0.068
C 17.02569 -16.25833 -9.14883 -0.612
O 16.71561 -16.62875 -10.26754 0.055
O 17.09542 -17.03782 -8.08154 0.032
C 17.10618 -18.43167 -8.27586 -0.047
H 18.19399 -12.01631 -9.94675 0.062
H 19.14555 -13.20910 -9.05884 0.074
H 17.68645 -12.55525 -8.32033 0.082
H 17.86616 -14.48819 -10.68138 0.091
H 16.33478 -13.71499 -10.22196 0.120
H 18.08010 -18.87126 -8.50309 0.098
H 16.45271 -18.67832 -9.11624 0.091
H 16.74459 -18.95720 -7.39563 0.095
C 14.97296 -11.24965 -17.54365 -0.058
C 14.20660 -11.04304 -18.84167 -0.226
O 12.83317 -11.27990 -18.66219 0.038
C 12.03900 -10.26553 -18.30484 -0.618
O 12.41406 -9.14115 -18.11832 0.137
O 10.81170 -10.72070 -18.30121 0.008
C 9.76251 -10.00142 -17.66558 -0.025
H 14.91489 -12.30577 -17.25725 0.062
H 14.57855 -10.63596 -16.73630 0.077
H 16.05064 -11.12092 -17.66662 0.076
H 14.69362 -11.58620 -19.64889 0.123
H 14.35893 -9.98511 -19.08526 0.118
H 9.44514 -9.21457 -18.34738 0.096
H 10.10373 -9.51570 -16.74884 0.100
H 8.96706 -10.66613 -17.34748 0.086
C 22.04651 -14.03828 -11.21127 -0.049
C 20.75625 -14.77409 -11.58630 -0.211
O 20.83847 -15.28103 -12.90286 0.067
C 19.84257 -16.01066 -13.35677 -0.590
O 18.79099 -16.17613 -12.77189 0.041
O 20.20454 -16.57917 -14.49296 0.035
C 19.18605 -17.17125 -15.30164 -0.016
H 22.93808 -14.66972 -11.25530 0.078
H 22.02644 -13.69421 -10.17805 0.080
H 22.24470 -13.20008 -11.87946 0.077
H 19.96043 -14.04608 -11.43322 0.101
H 20.64352 -15.59058 -10.87062 0.135
H 19.54160 -17.09356 -16.32733 0.102
H 18.18981 -16.74588 -15.25117 0.071
H 19.13528 -18.23538 -15.05845 0.102
C 11.36928 -5.74682 -13.27176 -0.062
C 12.62749 -5.84184 -14.17408 -0.208
O 12.95460 -7.17062 -14.48712 0.041
C 13.54709 -7.95013 -13.59258 -0.611
O 13.86099 -7.62168 -12.47875 0.128
O 13.66682 -9.16450 -14.11105 0.005
C 14.67359 -10.00806 -13.53000 -0.033
H 11.34277 -4.74414 -12.84426 0.075
H 11.47298 -6.43478 -12.43347 0.072
H 10.46635 -5.97109 -13.83887 0.072
H 13.38186 -5.44562 -13.48739 0.118
H 12.44978 -5.25678 -15.06805 0.123
H 14.42601 -10.98945 -13.91614 0.065
H 14.67638 -9.92429 -12.44632 0.087
H 15.66276 -9.73533 -13.89438 0.092
```

***

> Among the records above, which one has the lowest electronic energy?

C30H56F6LiO24P

***

> The highest electronic energy belongs to which entry?

CH10N2O2